# 1
Entry from the OMol25 dataset: a structure of composition C23H12BrN4O8Ta in a non-equilibrium geometry (wB97M-V/def2-TZVPD).

```
49
Properties=species:S:1:pos:R:3:forces:R:3
Ta -0.444 -0.220 -0.507 -0.119 1.765 0.478
Br -0.805 -6.052 4.188 0.001 -0.036 0.029
C -0.842 -4.776 2.820 0.011 -0.099 -0.015
C -0.822 -5.184 1.486 -0.007 -0.009 -0.011
C -0.855 -4.253 0.457 -0.001 -0.270 -0.281
C -0.885 -2.922 0.775 0.111 0.364 -0.168
O -0.926 -1.950 -0.195 -0.249 -1.845 0.277
C -0.907 -2.483 2.102 -0.041 0.324 0.160
C -1.060 -1.098 2.440 0.007 -0.044 0.018
N -0.979 -0.087 1.621 0.027 -0.023 -0.095
C -1.352 1.225 2.040 0.115 -0.152 -0.015
C -1.279 1.731 3.306 0.062 0.036 0.234
C -1.711 3.047 3.568 0.005 -0.027 0.024
C -2.223 3.822 2.567 -0.039 0.065 0.022
C -2.294 3.319 1.247 -0.099 0.166 -0.123
C -2.812 4.052 0.157 -0.016 0.072 0.037
C -2.838 3.499 -1.097 -0.026 0.000 -0.044
C -2.317 2.222 -1.293 -0.005 -0.048 0.078
N -1.819 1.499 -0.289 0.221 -0.612 0.059
C -1.830 2.024 0.989 0.018 -0.082 -0.217
C -0.902 -3.436 3.128 -0.004 0.073 0.168
H -0.788 -6.240 1.254 -0.011 0.007 -0.013
H -0.864 -4.563 -0.580 0.018 -0.017 0.065
H -1.317 -0.887 3.475 -0.005 -0.014 0.033
H -0.876 1.140 4.120 -0.001 0.032 -0.035
H -1.631 3.437 4.573 -0.022 -0.020 -0.013
H -2.573 4.828 2.767 0.024 -0.044 -0.011
H -3.190 5.055 0.324 0.011 -0.026 -0.011
H -3.234 4.036 -1.947 -0.006 0.002 0.010
H -2.291 1.786 -2.282 0.001 -0.034 0.002
H -0.937 -3.118 4.164 -0.002 -0.002 -0.038
O -0.562 1.587 -3.848 -0.259 -0.196 -0.202
C 0.051 0.802 -3.223 0.631 0.137 0.116
O -0.557 -0.181 -2.397 -0.427 0.253 -0.389
C 1.543 0.688 -3.012 -0.275 0.090 0.132
C 2.523 0.398 -3.941 -0.069 0.002 -0.158
C 3.761 -0.021 -3.471 0.103 0.260 -0.035
C 4.008 -0.309 -2.144 0.188 -0.119 0.075
C 2.996 -0.013 -1.252 0.115 -0.189 0.355
C 1.860 0.631 -1.664 -0.420 0.128 0.085
O 0.931 1.052 -0.755 0.875 0.582 -0.327
N 2.917 -0.612 0.083 0.037 -0.016 -0.028
O 1.765 -0.964 0.472 -0.506 -0.190 -0.153
O 3.894 -0.836 0.714 0.017 0.043 -0.015
N 4.825 -0.323 -4.460 -0.221 -1.042 -0.077
O 5.878 -0.712 -4.012 0.098 0.352 0.024
O 4.501 -0.287 -5.624 0.092 0.391 0.023
H 2.341 0.435 -5.007 0.013 0.006 0.006
H 4.927 -0.789 -1.837 0.028 0.006 -0.036
```
Forces are in eV/Å.

The value obtained for the energy above the lowest of the compared OMol25 structures with the same formula, charge and spin is 43.3 kJ/mol. The calculation puts the frontier orbital gap at 0.24428 Ha. The lowest unoccupied orbital energy is -0.294 Ha. The HOMO energy is -14.65 eV. The multiplicity is 1. As for the charge: +2.

***

# 2
Entry from the OMol25 dataset: the molecule C23H20N2O7 in a non-equilibrium geometry (wB97M-V/def2-TZVPD).

```
52
Properties=species:S:1:pos:R:3:forces:R:3
C -3.289 -3.545 0.038 0.360 0.109 0.102
C -2.233 -2.701 0.746 -0.365 -0.089 0.259
O -1.060 -2.718 -0.057 -0.130 -0.192 -0.231
C 0.053 -2.092 0.394 0.628 0.254 0.088
C 0.175 -1.477 1.647 -0.392 -0.173 -0.018
C 1.371 -0.914 2.022 0.289 -0.043 -0.294
C 2.478 -0.925 1.170 -0.251 -0.242 -0.298
C 3.760 -0.397 1.514 0.415 -0.075 -0.348
C 4.766 -0.431 0.618 -0.176 0.043 0.444
C 4.571 -0.957 -0.722 0.544 0.082 -0.300
O 5.393 -0.949 -1.604 -0.293 -0.003 0.251
O 3.338 -1.492 -1.006 0.011 -0.094 -0.302
C 2.331 -1.499 -0.104 -0.701 0.053 0.795
C 1.133 -2.086 -0.482 0.057 -0.011 0.016
C -2.756 -1.267 0.911 0.444 -0.382 -0.172
O -3.259 -0.857 1.934 -0.258 0.081 0.277
N -2.570 -0.524 -0.193 -0.140 0.423 -0.365
C -3.026 0.838 -0.279 -0.127 -0.130 0.166
C -2.381 1.537 -1.488 0.179 -0.103 0.145
C -0.900 1.338 -1.531 -0.133 -0.069 -0.279
C -0.202 0.648 -2.483 -0.281 0.101 0.023
N 1.137 0.729 -2.240 0.251 -0.179 -0.354
C 1.335 1.468 -1.109 -0.185 0.332 0.443
C 2.511 1.858 -0.481 -0.084 0.069 -0.056
C 2.409 2.594 0.675 -0.080 0.101 0.100
C 1.157 2.958 1.196 -0.211 -0.130 -0.211
O 1.159 3.675 2.358 0.030 0.158 0.231
C -0.015 2.613 0.552 0.148 0.069 0.094
C 0.067 1.858 -0.619 0.461 -0.162 -0.148
C -4.542 0.867 -0.435 -0.024 -0.353 -0.034
O -5.197 -0.031 -0.886 -0.048 -0.064 -0.049
O -5.056 2.033 -0.044 -0.058 0.664 0.261
H -4.191 -3.574 0.642 -0.087 0.006 0.047
H -3.530 -3.115 -0.931 -0.053 0.035 -0.090
H -2.918 -4.556 -0.107 0.010 -0.083 0.010
H -2.028 -3.123 1.738 0.008 0.210 -0.123
H -0.659 -1.438 2.328 -0.107 -0.008 0.091
H 1.467 -0.452 2.993 -0.005 0.059 0.125
H 3.900 0.020 2.501 0.072 0.079 0.092
H 5.752 -0.052 0.831 0.065 0.024 -0.006
H 1.039 -2.546 -1.451 -0.009 -0.061 -0.151
H -2.205 -0.956 -1.028 0.093 -0.008 0.136
H -2.769 1.348 0.655 -0.025 -0.030 -0.132
H -2.618 2.601 -1.433 -0.093 -0.034 -0.070
H -2.821 1.133 -2.403 -0.063 0.057 -0.014
H -0.573 0.119 -3.341 -0.068 -0.083 -0.166
H 1.864 0.301 -2.788 -0.068 0.008 0.044
H 3.475 1.595 -0.890 0.120 -0.010 -0.009
H 3.289 2.919 1.207 0.149 0.034 0.062
H 0.252 3.884 2.612 0.109 -0.044 -0.055
H -0.971 2.928 0.947 -0.108 0.042 0.082
H -6.022 2.036 -0.149 0.182 -0.240 -0.111
```
Forces are in eV/Å.

The value obtained for the energy above the lowest of the compared OMol25 structures with the same formula, charge and spin is 0.0 kJ/mol. The calculation puts the frontier orbital gap at 0.29879 Ha. The lowest unoccupied orbital energy is 0.001 Ha. The HOMO energy is -8.10 eV. As for the SMILES: C[C@@H](Oc1ccc2ccc(=O)oc2c1)C(=O)N[C@@H](Cc1c[nH]c2ccc(O)cc12)C(=O)O. The multiplicity is 1.

***

# 3
Entry from the OMol25 dataset: the molecule C16H10ClNO3 in a non-equilibrium geometry (wB97M-V/def2-TZVPD).

```
31
Properties=species:S:1:pos:R:3:forces:R:3
O -3.724 -0.258 1.656 0.463 -0.325 -0.214
C -2.637 -0.399 1.168 -0.839 0.935 0.396
O -2.077 -1.627 0.891 0.007 -0.619 -0.017
C -0.847 -1.367 0.348 0.035 1.309 0.013
C -0.008 -2.470 -0.050 0.183 -0.674 -0.097
C -0.440 -3.788 0.113 0.039 0.338 -0.010
C 0.371 -4.836 -0.271 0.187 -0.103 -0.086
C 1.617 -4.570 -0.822 -0.242 0.227 0.113
Cl 2.631 -5.878 -1.303 0.125 -0.160 -0.059
C 2.060 -3.263 -0.991 0.012 -0.125 -0.008
C 1.249 -2.217 -0.606 -0.280 -0.012 0.124
N -0.549 -0.117 0.242 0.730 -0.715 -0.341
C -1.625 0.584 0.738 -0.488 0.846 0.236
C -1.746 1.938 0.822 -0.506 -1.336 0.196
C -0.747 2.840 0.396 0.395 1.087 -0.152
C -0.886 4.186 0.487 -0.337 -0.789 0.133
C 0.088 5.135 0.073 1.295 -0.268 -0.584
C 1.344 4.999 -0.490 -0.927 -0.048 0.413
C 1.837 6.301 -0.682 -0.349 0.570 0.168
C 0.861 7.143 -0.227 0.871 0.015 -0.388
O -0.190 6.455 0.226 -0.482 -0.107 0.213
H -1.411 -3.977 0.543 -0.073 -0.048 0.032
H 0.044 -5.857 -0.148 -0.002 -0.086 -0.001
H 3.032 -3.077 -1.421 0.078 -0.001 -0.035
H 1.565 -1.194 -0.725 0.062 0.097 -0.026
H -2.666 2.322 1.241 -0.098 0.011 0.044
H 0.151 2.404 -0.015 0.152 0.009 -0.068
H -1.794 4.605 0.902 -0.132 -0.027 0.058
H 1.839 4.081 -0.731 0.060 -0.242 -0.032
H 2.783 6.581 -1.098 0.172 0.125 -0.074
H 0.807 8.213 -0.180 -0.111 0.117 0.052
```
Forces are in eV/Å.

The value obtained for the energy above the lowest of the compared OMol25 structures with the same formula, charge and spin is 0.0 kJ/mol. The calculation puts the frontier orbital gap at 0.23920 Ha. The lowest unoccupied orbital energy is -0.043 Ha. The HOMO energy is -7.68 eV. As for the SMILES: O=C1OC(c2ccc(Cl)cc2)=N/C1=C\C=C\c1ccco1. The multiplicity is 1.

***

# 4
Entry from the OMol25 dataset: a cluster of 7 separate species, C16H35BO14 in total in a non-equilibrium geometry (wB97M-V/def2-TZVPD).

```
66
Properties=species:S:1:pos:R:3:forces:R:3
C -2.516 -0.953 1.074 1.106 -0.637 -0.903
C -0.968 -0.954 0.441 -0.531 -0.312 2.593
O -0.695 0.279 -0.314 1.205 -2.276 -3.378
B -0.106 0.007 -1.641 -2.205 1.809 0.241
O -0.677 0.807 -2.782 0.370 -3.641 1.849
C 1.153 -1.078 -1.870 3.356 -0.095 0.818
C 2.593 -0.805 -1.612 -4.393 -2.630 -1.378
C 3.379 0.538 -1.094 1.273 -0.778 -0.779
C 3.347 1.637 -2.320 -4.447 -0.821 -5.998
O 2.549 1.394 -3.397 5.547 1.860 7.432
O 4.111 2.897 -2.364 1.040 -3.680 1.960
C 5.345 2.818 -1.553 -0.177 1.763 6.245
C 6.694 2.158 -2.232 -0.360 -0.485 -0.168
O 5.285 3.260 -0.267 0.525 -2.904 -8.845
C 3.275 -2.254 -1.973 5.526 1.688 2.232
O 4.557 -2.429 -1.589 -8.495 0.015 -3.138
O 2.340 -3.151 -2.672 -0.224 2.480 2.726
C 0.976 -2.634 -2.370 -3.278 -2.120 -0.945
O -0.108 -3.396 -2.557 7.489 5.302 1.245
H -3.193 -1.387 0.207 1.039 1.166 2.102
H -2.845 0.103 1.455 0.654 -2.112 -0.881
H -2.484 -1.719 1.966 -0.253 1.539 -1.800
H -0.887 -1.945 -0.174 0.175 1.943 1.008
H -0.223 -0.938 1.374 -1.444 -0.335 -2.142
H -1.286 0.163 -3.286 1.361 1.490 0.903
H 3.028 0.953 -0.057 0.357 -0.702 -2.221
H 4.520 0.216 -0.950 -2.488 0.609 -0.281
H 7.642 2.794 -1.969 -2.085 -1.125 -0.423
H 6.862 1.063 -1.793 -0.561 2.467 -0.678
H 6.596 2.008 -3.402 -0.014 0.631 2.527
C 2.956 -6.269 -1.830 0.153 -0.074 -0.016
O 2.804 -7.378 -0.965 0.284 -0.521 0.163
H 2.101 -5.601 -1.706 0.119 -0.223 0.027
H 3.874 -5.732 -1.578 -0.042 0.233 -0.186
H 2.997 -6.616 -2.866 -0.011 0.270 -0.121
H 3.577 -7.953 -1.097 -0.514 0.290 0.152
C -5.477 -1.571 3.306 0.082 -0.032 0.065
O -5.424 -1.923 1.935 -0.210 -0.590 -0.470
H -5.070 -0.565 3.430 -0.149 -0.295 -0.071
H -6.514 -1.587 3.648 0.038 0.102 0.259
H -4.879 -2.278 3.887 -0.038 0.049 0.250
H -5.791 -2.820 1.856 0.232 0.551 -0.078
C -5.981 2.187 2.943 -0.013 0.052 0.201
O -5.303 1.505 3.981 0.121 0.205 0.459
H -5.701 1.744 1.984 -0.001 0.000 0.173
H -7.060 2.089 3.085 -0.073 0.135 -0.219
H -5.696 3.242 2.951 -0.147 0.062 -0.224
H -5.571 1.920 4.819 0.022 -0.263 -0.239
C 7.502 6.677 -0.050 -0.170 -0.216 0.018
O 6.117 6.476 0.166 -0.241 -0.331 -0.076
H 7.743 7.725 0.141 -0.116 -0.161 -0.023
H 8.073 6.044 0.633 0.261 0.092 -0.064
H 7.749 6.431 -1.086 0.286 0.087 -0.021
H 5.933 5.538 -0.011 -0.063 0.449 0.189
C -1.475 -3.211 -5.943 0.052 -0.126 0.262
O -2.170 -3.707 -4.814 0.066 -0.090 0.362
H -2.185 -3.061 -6.760 0.057 -0.040 0.180
H -1.005 -2.258 -5.692 0.133 0.090 -0.264
H -0.716 -3.935 -6.251 0.097 0.148 -0.230
H -1.515 -3.830 -4.106 -0.390 0.040 -0.272
C -6.869 3.494 7.466 -0.139 0.059 0.147
O -6.951 2.477 6.486 -0.317 -0.452 -0.275
H -5.920 4.023 7.351 -0.149 -0.153 -0.050
H -7.694 4.198 7.332 0.103 0.148 0.178
H -6.916 3.047 8.462 0.051 0.225 0.096
H -7.803 2.025 6.612 0.557 0.167 -0.202
```
Forces are in eV/Å.

The calculation puts the frontier orbital gap at 0.28920 Ha. The lowest unoccupied orbital energy is -0.078 Ha. The HOMO energy is -9.98 eV. As for the SMILES: CCOB(O)C1=C(CC(=O)OC(C)=O)C(=O)OC1=O.CO.CO.CO.CO.CO.CO. The multiplicity is 1.